# 1
Entry from OMol25: C28H27InN4S2SbSe4 as an isolated structure in a non-equilibrium geometry (ωB97M-V with the def2-TZVPD basis set).

The net charge is -2. The LUMO energy (alpha / beta) is 0.1437 / 0.1437 hartree. The multiplicity is 2. As for the gap between HOMO and LUMO (alpha / beta): 5.1 / 5.5 eV. The highest occupied orbital energy (alpha / beta) is -1.21 / -1.56 eV.

```
67
Properties=species:S:1:pos:R:3:mulliken_charge:R:1
In -1.33712 -2.24008 -0.72156 0.64
C 2.80072 3.42553 0.29350 -1.73
C 3.08975 2.51078 1.45228 0.94
C 3.99941 2.86227 2.43799 -0.63
C 4.28561 2.02432 3.50672 -0.66
C 3.62542 0.80892 3.59863 -1.15
C 2.69991 0.43970 2.63775 -0.31
C 2.43641 1.26951 1.53948 0.58
N 1.49706 0.95106 0.56789 0.57
C 0.94109 -0.29749 0.25838 -0.48
N 1.82781 -1.30649 0.29725 0.64
C 1.75758 -2.68941 0.01200 0.59
C 0.60197 -3.30537 -0.44715 -0.84
C 0.65626 -4.66822 -0.72360 -0.39
C 1.82783 -5.39542 -0.58710 -0.91
C 2.96883 -4.75818 -0.12202 -0.69
C 2.94981 -3.40978 0.19700 1.27
C 4.20172 -2.73683 0.70594 -1.49
N -0.31437 -0.34584 -0.05019 -0.23
C -1.06518 0.85608 0.07447 0.14
C -1.27744 1.64073 -1.05303 0.12
C -1.99451 2.82460 -0.95219 -0.93
C -2.51924 3.21181 0.27025 -0.90
C -2.31066 2.42068 1.39265 -0.89
C -1.57486 1.24423 1.32179 1.41
C -1.30159 0.42072 2.54831 -1.35
H 3.42517 4.31622 0.34222 0.39
H 1.75380 3.74442 0.29741 0.31
H 2.99144 2.91937 -0.65640 0.40
H 4.50488 3.81973 2.37166 0.33
H 5.00789 2.31711 4.25830 0.38
H 3.82241 0.14185 4.42894 0.39
H 2.16235 -0.49113 2.74176 0.67
H 1.19994 1.69132 -0.04692 0.12
H 2.77230 -0.95949 0.30401 0.13
H -0.24372 -5.16699 -1.07174 0.39
H 1.85927 -6.44507 -0.85755 0.36
H 3.89231 -5.31566 -0.00402 0.27
H 4.98133 -3.47570 0.89040 0.39
H 4.02270 -2.19991 1.64089 0.27
H 4.59130 -2.02164 -0.02744 0.36
H -0.86404 1.33797 -2.01256 0.11
H -2.13047 3.43611 -1.83580 0.49
H -3.09142 4.12953 0.35267 0.41
H -2.72134 2.72250 2.35075 0.37
H -2.01068 0.66315 3.34103 0.47
H -0.29148 0.61345 2.92246 0.18
H -1.38398 -0.64534 2.32701 0.08
Se 1.58813 -0.08217 -3.30195 -0.68
Sb -0.40869 -0.97694 -4.46423 0.77
Se -2.11048 -2.53978 -3.10192 -0.70
Se -1.86011 0.95200 -4.96005 -0.66
Se 0.17268 -2.35096 -6.39398 -0.75
S -3.85356 -1.31924 0.04147 -0.30
C -4.31329 -0.02157 -0.95215 0.65
N -3.87930 0.04404 -2.24055 0.59
C -4.19347 1.04172 -3.08350 -0.34
C -5.02846 2.04586 -2.68706 -0.92
C -5.54563 2.01217 -1.37964 -0.03
C -5.18179 1.00522 -0.52552 -0.92
H -3.27594 -0.72593 -2.58294 -0.31
H -3.73092 1.00130 -4.06254 0.60
H -5.26842 2.84703 -3.37034 0.42
H -6.22668 2.78656 -1.04768 0.37
H -5.55359 0.95248 0.48694 0.37
S -2.40740 -4.45743 1.69468 -0.28
C -1.64528 -3.10397 1.41845 -0.49
```

***

# 2
Entry from OMol25: one molecule with the formula C28H27N3O5 in a non-equilibrium geometry (ωB97M-V with the def2-TZVPD basis set).

The LUMO energy is 0.0242 hartree. As for the SMILES: C=CCOC(=O)C1=C(C)NC(C)=C(C(=O)OCC=C)C1c1cn(-c2ccccc2)nc1-c1ccco1. As for the gap between HOMO and LUMO: 8.3 eV. The highest occupied orbital energy is -7.64 eV.

```
63
Properties=species:S:1:pos:R:3:mulliken_charge:R:1
C 1.30401 1.65155 -4.13342 -0.70
C 2.55488 1.28588 -4.33473 -0.17
C 3.32317 0.32390 -3.48090 -0.43
O 2.55287 -0.17432 -2.39911 -0.23
C 3.06153 -0.04728 -1.15994 0.22
O 4.15743 0.42608 -0.94474 -0.74
C 2.16548 -0.63549 -0.16058 -0.17
C 2.60848 -1.12984 1.01736 0.33
C 3.95695 -0.93392 1.62276 -1.74
N 1.76431 -1.96244 1.72821 0.09
C 0.78680 -2.69490 1.08895 1.02
C 0.41742 -3.96795 1.77368 -1.81
C 0.29279 -2.22369 -0.08208 -1.51
C -0.70414 -2.92251 -0.88759 0.38
O -1.27558 -3.95141 -0.58726 -0.74
O -0.95158 -2.27350 -2.04360 -0.19
C -1.98289 -2.79711 -2.86339 -0.58
C -3.32085 -2.17631 -2.58501 -0.07
C -3.52891 -1.17195 -1.75601 -0.71
C 0.69565 -0.81625 -0.47503 1.27
C -0.15662 0.14133 0.31965 -0.24
C -1.27481 -0.20334 1.04241 -0.84
N -1.75636 0.92058 1.62967 1.02
C -2.87739 1.05971 2.44935 1.17
C -3.07020 2.26657 3.11819 -0.64
C -4.16962 2.43425 3.93622 -0.59
C -5.08470 1.40590 4.09718 -0.48
C -4.89620 0.20910 3.42692 -0.71
C -3.80073 0.02939 2.60213 -0.44
N -1.00095 1.97663 1.33030 -1.22
C -0.03138 1.54350 0.53398 0.29
C 0.93529 2.48919 0.04374 0.04
C 1.17588 3.77425 0.46331 -0.53
C 2.21053 4.26780 -0.35873 -1.10
C 2.51958 3.25837 -1.21867 -0.34
O 1.75421 2.18301 -0.98430 0.13
H 0.80762 2.35169 -4.78287 0.29
H 0.73406 1.26941 -3.30462 0.05
H 3.12876 1.67105 -5.16764 0.39
H 4.22521 0.80707 -3.07995 0.39
H 3.63923 -0.53497 -4.08887 0.35
H 4.40557 -1.89066 1.88990 0.42
H 3.86383 -0.33289 2.52744 0.31
H 4.60258 -0.40797 0.92718 0.37
H 2.12347 -2.34082 2.59359 0.38
H -0.37398 -4.47024 1.22828 0.40
H 0.07750 -3.75497 2.78726 0.35
H 1.28216 -4.62875 1.83593 0.38
H -1.68205 -2.59444 -3.89689 0.39
H -2.04824 -3.88291 -2.71384 0.36
H -4.13347 -2.63225 -3.13383 0.37
H -4.51231 -0.76828 -1.58827 0.31
H -2.72028 -0.71010 -1.21375 0.13
H 0.52795 -0.65424 -1.54031 1.16
H -1.73150 -1.16122 1.18033 0.59
H -2.34652 3.05243 2.97498 0.44
H -4.31337 3.37157 4.45246 0.37
H -5.94284 1.53748 4.73862 0.38
H -5.60969 -0.59325 3.54213 0.37
H -3.67858 -0.90459 2.07660 0.34
H 0.66971 4.27887 1.25902 0.61
H 2.66205 5.23789 -0.31808 0.52
H 3.23823 3.18461 -2.00994 0.54
```

***

Record order is preserved below.
M: 1036.10; 485.54 g/mol
Record order is preserved below.
E_tot: -330205.0951; -44180.4864 eV
Record order is preserved below.
Energy above the lowest of the compared OMol25 structures with the same formula, charge and spin: 0.898; 2.533 eV